2 unconnected molecules or ions with the total composition C5H14N2O in a non-equilibrium geometry, computed with ωB97M-V/def2-TZVPD.

Geometry as XYZ:
```
22
Properties=species:S:1:pos:R:3:forces:R:3:mulliken_spin:R:1
C -0.5179 0.5703 0.1727 -2.28 2.53 0.91 2.06
C -1.3599 -0.6687 0.5020 0.21 -0.86 1.64 -0.51
C -0.4979 -1.9484 0.5706 -1.25 0.68 -0.09 0.00
C -0.4376 -2.6754 1.6815 -0.90 0.36 0.35 0.07
N -0.2185 0.7891 -1.2179 1.52 0.17 -0.56 -0.62
C 1.1974 0.6516 -1.6604 -1.72 -3.19 3.07 1.08
N 1.5655 -0.8398 -1.8387 1.12 1.15 0.54 -0.14
H 0.3753 0.6462 0.8183 -0.21 -0.45 -0.50 0.08
H -1.1311 1.5482 0.5212 0.92 -2.28 -0.50 0.01
H -1.8491 -0.5039 1.5426 0.78 -0.30 -1.63 -0.09
H -2.1865 -0.8682 -0.2055 0.35 0.50 0.06 -0.05
H -0.0512 -2.2500 -0.3919 0.03 0.07 0.81 0.02
H 0.1210 -3.5695 1.7827 0.60 -0.78 -0.16 -0.01
H -1.0724 -2.4547 2.5654 0.63 0.26 -0.63 -0.01
H -0.8940 0.3884 -1.8723 0.48 0.21 0.43 0.09
H 1.8602 1.0558 -0.8495 -0.64 -0.26 -0.92 -0.38
H 1.2472 1.2188 -2.5326 0.72 0.43 -1.73 -0.14
H 1.0211 -1.2941 -2.5522 -0.24 -0.02 0.07 0.00
H 1.6337 -1.4269 -0.9709 -0.32 1.40 -1.28 -0.03
H -0.1215 4.1325 1.3429 0.64 -2.23 0.66 -0.41
H 0.3281 2.6688 0.9337 0.22 0.06 -0.79 -0.18
O 0.1231 3.1859 1.7082 -0.69 2.55 0.25 0.15
```
Positions in Å, forces in eV/Å.

The calculation puts the orbital gap (alpha / beta) at 2.2290 / 8.2342 eV. Its spin multiplicity is 2. The highest occupied orbital energy (alpha / beta) is 0.0433 / -0.1803 Ha. For the total energy, the calculation gives -10436.428 eV. Its expectation value of S² is 0.75. The energy relative to the best compared isomer or geometry (same formula, charge and spin) is 46.5 kcal/mol. Its charge is -1. As for the LUMO energy (alpha / beta): 3.41 / 3.33 eV. The largest force on an atom comes out at 4.7 eV/Å.